(1)
Entry from the Open Molecules 2025 dataset: one molecule with the formula C2H4F2OS (ωB97M-V/def2-TZVPD).

structure (SMILES) = CC(F)(F)SO
energy above the lowest of the compared OMol25 structures with the same formula, charge and spin = 1.2562 eV
Kohn-Sham gap = 0.353 Eh
total charge = 0
LUMO = 0.40 eV

Each line ends with the natural charge from an NBO analysis.
Cartesian coordinates (Å):
S (0.607, -0.564, -1.439)  0.457
F (-0.617, 1.518, -0.351)  -0.346
F (1.011, 0.685, 0.956)  -0.332
O (1.471, 0.691, -2.018)  -0.875
C (0.014, 0.392, 0.137)  0.580
C (-1.118, -0.722, 1.060)  -0.645
H (-1.132, -1.699, 0.629)  0.213
H (-2.124, -0.253, 1.007)  0.226
H (-0.624, -0.686, 2.029)  0.222
H (2.510, 0.638, -2.011)  0.500

=====

(2)
Entry from the Open Molecules 2025 dataset: a 2-piece molecular cluster, C2H4F2Si overall (ωB97M-V/def2-TZVPD).

energy above the lowest of the compared OMol25 structures with the same formula, charge and spin = 6.7845 eV
Kohn-Sham gap = 0.298 Eh
total charge = 0
LUMO = -1.25 eV

Each line ends with the natural charge from an NBO analysis.
Cartesian coordinates (Å):
Si (0.615, -2.540, 1.530)  0.558
F (1.169, 1.020, -1.842)  -0.321
F (-1.691, 2.135, -0.142)  -0.336
C (-0.771, 1.912, -1.124)  0.136
C (0.225, 1.048, -0.921)  0.154
H (1.336, -3.750, 2.051)  -0.281
H (-0.558, -3.025, 2.426)  -0.275
H (0.475, 0.513, -0.079)  0.181
H (-0.800, 2.687, -1.897)  0.184

=====

(3)
Entry from the Open Molecules 2025 dataset: a 2-piece molecular cluster, C2H4F3N2 overall (ωB97M-V/def2-TZVPD).

energy above the lowest of the compared OMol25 structures with the same formula, charge and spin = 0.8560 eV
Kohn-Sham gap (alpha / beta) = 0.282 / 0.331 Eh
2S+1 = 3
total charge = +1
LUMO (alpha / beta) = -4.05 / -7.85 eV

Each line ends with the natural charge from an NBO analysis.
Cartesian coordinates (Å):
F (2.005, 0.596, -1.101)  -0.284
F (2.011, -1.260, -0.040)  -0.280
F (2.028, 0.473, 1.119)  -0.296
N (-1.131, -1.034, 0.403)  -0.827
N (-1.059, 1.189, -0.476)  -0.781
C (-0.573, 0.094, -0.032)  0.734
C (1.737, -0.051, -0.038)  0.897
H (-2.078, 1.266, -0.412)  0.455
H (-0.503, -1.827, 0.648)  0.454
H (-0.301, 1.817, -0.771)  0.468
H (-2.135, -1.262, 0.700)  0.459

=====

(4)
Entry from the Open Molecules 2025 dataset: C2H4F3NO4SSr as an isolated structure (ωB97M-V/def2-TZVPD).

Kohn-Sham gap = 0.205 Eh
total charge = 0
LUMO = -1.49 eV

Each line ends with the Löwdin charge.
Cartesian coordinates (Å):
Sr (-0.864, 0.427, -1.755)  1.634
S (2.510, 0.927, -0.677)  0.598
F (1.593, 0.126, 1.719)  0.144
F (2.829, -1.327, 0.724)  0.146
F (0.805, -0.976, 0.042)  0.025
O (-2.387, 0.144, -0.019)  -0.387
O (0.246, 1.970, -0.448)  -0.604
O (3.180, 1.890, 0.204)  -0.318
O (3.323, 0.187, -1.650)  -0.350
N (1.211, 1.480, -1.414)  -0.567
C (1.918, -0.388, 0.549)  -0.680
C (-2.951, -1.092, 0.419)  -0.121
H (-2.771, -1.852, -0.352)  0.087
H (-2.147, 0.873, 0.736)  0.203
H (-2.465, -1.423, 1.346)  0.100
H (-4.030, -0.968, 0.575)  0.092

=====

(5)
Entry from the Open Molecules 2025 dataset: C2H4F3NO5S2Sn as an isolated structure (ωB97M-V/def2-TZVPD).

Kohn-Sham gap = 0.266 Eh
total charge = 0
LUMO = 0.02 eV

Each line ends with the natural charge from an NBO analysis.
Cartesian coordinates (Å):
Sn (0.980, -0.786, 0.138)  1.448
S (-1.614, -0.925, -1.430)  2.178
S (0.452, 0.979, -1.651)  1.669
F (-3.779, 0.524, -1.177)  -0.301
F (-2.643, 0.338, 0.646)  -0.309
F (-3.818, -1.325, -0.064)  -0.299
O (0.373, 1.118, -0.095)  -1.055
O (1.464, -0.203, -1.744)  -1.020
O (2.409, -0.389, 1.311)  -0.851
O (-2.223, -1.878, -2.353)  -0.877
O (-0.738, -1.551, -0.377)  -1.030
N (-1.020, 0.340, -2.139)  -1.161
C (2.485, 1.003, 1.845)  -0.317
C (-3.063, -0.301, -0.430)  0.746
H (3.243, -0.854, 1.417)  0.530
H (3.400, 1.471, 1.465)  0.209
H (1.504, 1.471, 1.703)  0.240
H (2.588, 0.968, 2.935)  0.200

=====

(6)
Entry from the Open Molecules 2025 dataset: C2H4F3O2SY as an isolated structure (ωB97M-V/def2-TZVPD).

energy above the lowest of the compared OMol25 structures with the same formula, charge and spin = 0.3095 eV
Kohn-Sham gap = 0.264 Eh
total charge = +2
LUMO = -11.57 eV

Each line ends with the natural charge from an NBO analysis.
Cartesian coordinates (Å):
Y (-1.898, 0.757, 1.176)  2.569
S (0.927, 1.687, 0.802)  1.506
F (3.290, 0.584, 0.523)  -0.263
F (1.752, -0.826, 1.075)  -0.283
F (2.526, 0.553, 2.545)  -0.269
O (0.000, 1.630, 2.037)  -1.087
O (0.099, 0.897, -0.258)  -1.050
C (-1.812, -1.134, -1.804)  -1.058
C (2.215, 0.393, 1.269)  0.797
H (-2.814, -1.361, -1.419)  0.260
H (-1.342, -2.121, -1.640)  0.288
H (-2.111, -0.654, -2.754)  0.300
H (-0.832, -0.405, -1.551)  0.289